Computed, not measured: a structure of composition C9H12N2O in a non-equilibrium geometry, with ωB97M-V/def2-TZVPD.

Cartesian coordinates (Å):
O1 -3.262 0.065 -1.079
N1 -1.692 0.258 0.546
N2 1.498 -0.488 -1.435
C1 1.825 0.913 0.551
C2 3.291 -0.971 0.075
C3 -2.953 -1.707 0.558
C4 -2.697 -0.414 0.013
C5 -1.135 1.553 0.044
C6 3.019 0.166 0.913
C7 1.051 0.517 -0.648
C8 -0.081 1.199 -1.043
C9 2.708 -1.129 -1.041
H1 3.006 -1.914 -1.546
H2 4.128 -1.636 0.317
H3 -0.720 0.675 -1.890
H4 -3.671 -1.783 1.514
H5 -0.523 2.350 1.067
H6 0.027 2.428 -1.377
H7 -2.019 2.290 -0.443
H8 -3.909 -2.219 -0.077
H9 -1.275 -0.268 1.437
H10 1.633 1.936 1.306
H11 3.631 0.355 1.966
H12 -1.880 -2.177 0.272

Results
HOMO level: -9.30 eV
ΔE to the lowest compared entry with this formula, charge and spin: 149.5 kcal/mol
Orbital gap: 9.789 eV

***

Computed, not measured: an isolated molecule of C9H12N2O2 in a non-equilibrium geometry, with ωB97M-V/def2-TZVPD.

Cartesian coordinates (Å):
O1 2.474 -1.245 0.769
O2 -1.693 0.244 -1.100
N1 -1.068 0.457 0.155
N2 1.940 -0.704 1.757
C1 0.896 0.452 4.006
C2 0.680 -0.220 1.676
C3 2.168 -0.113 4.045
C4 -1.491 -0.801 -3.784
C5 -0.134 -0.419 0.432
C6 -1.173 1.100 -2.121
C7 -1.710 0.693 -3.491
C8 0.134 0.382 2.815
C9 2.670 -0.712 2.898
H1 2.806 -0.071 4.932
H2 -1.257 1.253 -4.309
H3 -1.431 2.147 -1.890
H4 -0.862 0.787 2.782
H5 -0.440 -0.957 -3.953
H6 -0.053 1.026 -2.138
H7 -2.079 -1.152 -4.669
H8 -2.771 0.919 -3.527
H9 0.426 0.849 4.911
H10 0.121 -1.259 -0.199
H11 3.636 -1.242 2.925
H12 -1.789 -1.415 -2.921

Results
HOMO level: -8.56 eV
ΔE to the lowest compared entry with this formula, charge and spin: 87.7 kcal/mol
Orbital gap: 8.487 eV

***

Computed, not measured: a structure of composition C9H12N3O in a non-equilibrium geometry, with ωB97M-V/def2-TZVPD.

Cartesian coordinates (Å):
O1 2.826 -0.730 1.016
N1 1.186 -2.174 -0.111
N2 0.027 1.474 0.328
N3 1.631 0.026 1.134
C1 -1.043 0.707 0.436
C2 2.029 0.956 -1.161
C3 -2.332 1.262 0.665
C4 0.398 -1.168 0.263
C5 -3.419 0.472 0.581
C6 -0.912 -0.737 0.296
C7 -2.070 -1.511 0.205
C8 1.482 1.159 0.286
C9 -3.309 -0.905 0.376
H1 -2.436 2.343 0.550
H2 -0.340 2.482 0.275
H3 1.839 1.808 -1.752
H4 3.084 0.774 -1.209
H5 2.203 -1.777 -0.206
H6 1.958 2.131 0.624
H7 1.577 -0.081 -1.604
H8 -2.066 -2.552 -0.021
H9 0.742 -2.965 -0.553
H10 2.834 -1.300 1.857
H11 -4.123 -1.665 0.339
H12 -4.304 1.057 0.731

Results
HOMO level: -12.02 eV
Net charge: +1
ΔE to the lowest compared entry with this formula, charge and spin: 114.5 kcal/mol
Orbital gap: 7.508 eV

***

Computed, not measured: the ion C9H12N3O with charge +1 in a non-equilibrium geometry, with ωB97M-V/def2-TZVPD.

Cartesian coordinates (Å):
O1 -3.478 0.012 0.393
N1 -0.352 -1.456 -1.408
N2 -2.373 -0.651 0.189
N3 1.691 -1.727 -0.014
C1 -0.092 -0.233 -0.408
C2 1.775 1.214 1.110
C3 -1.471 0.208 -0.070
C4 -3.240 1.349 0.394
C5 1.464 0.037 1.634
C6 -1.909 1.543 0.096
C7 0.807 0.774 -1.068
C8 0.705 -0.985 0.698
C9 1.548 1.532 -0.295
H1 1.777 -0.510 2.487
H2 -0.703 -1.080 -2.265
H3 -0.038 -1.672 1.174
H4 2.208 2.010 1.655
H5 2.513 -1.111 -0.133
H6 0.725 -1.989 -1.247
H7 -4.117 1.899 0.413
H8 -1.292 2.411 0.152
H9 2.146 2.368 -0.745
H10 1.886 -2.595 0.470
H11 0.862 0.779 -2.134
H12 -1.041 -2.126 -1.078

Results
HOMO level: -13.04 eV
Net charge: +1
ΔE to the lowest compared entry with this formula, charge and spin: 90.7 kcal/mol
Orbital gap: 9.564 eV